C4H6NaORb | wB97M-V/def2-TZVPD

Structure (XYZ):
```
13
C4H6NaORb (wB97M-V/def2-TZVPD)
C -1.82044 0.03655 -0.38479
C -0.67717 -0.42715 0.14994
H -2.72003 0.15567 0.22689
H -1.91027 0.24077 -1.45474
H -0.59739 -0.63804 1.22520
H 0.21105 -0.56908 -0.47320
Rb -0.27474 3.09146 0.86943
O -1.04232 -2.84698 4.28977
C -0.98140 -3.93813 3.59110
C -1.23458 -4.14547 2.28562
Na -0.71520 -2.57558 6.36621
H -1.20100 -5.04495 1.67046
H -0.54727 -4.84526 4.08523
```

Summary:
<S²> = 0.762
E_tot = -417.28989 hartree
Charge = +1
Multiplicity = 2

---

C11H21ClF6N4NiO7S2 | wB97M-V/def2-TZVPD

Structure (XYZ):
```
53
C11H21ClF6N4NiO7S2 (wB97M-V/def2-TZVPD)
Ni 3.38141 14.63866 10.15194
C 1.71901 10.74828 10.78024
F 2.33085 10.08450 11.71203
F 1.13097 9.96020 9.87281
F 0.77086 11.69924 11.32224
S 3.10626 11.59178 9.67939
O 4.24446 11.78793 10.46805
O 3.39632 10.85208 8.51067
N 2.43752 13.15810 9.32568
S 1.37769 12.94656 8.15967
O 1.65422 13.72327 6.96883
O 0.95644 11.55072 7.88558
C -0.28034 13.73112 8.81250
F -1.09085 13.64622 7.80101
F -0.83776 13.14088 9.87519
F -0.00705 15.04350 9.03908
Cl 2.66018 16.89850 9.40382
C 5.83414 15.55120 6.92958
C 5.69727 14.29409 7.81522
O 4.94583 14.30465 8.77562
N 6.54662 13.30538 7.63430
C 6.53577 12.00489 8.24611
H 4.94119 15.95826 6.45520
H 6.46821 15.34817 6.06654
H 6.28230 16.36463 7.50018
H 7.39248 13.66089 7.21212
H 6.46013 12.02060 9.33337
H 7.30571 11.27140 8.00678
H 5.59928 11.53730 7.94204
C 6.28656 14.26902 13.29593
C 5.18735 15.22678 12.76514
O 4.86208 15.32724 11.56927
N 4.67980 15.99200 13.72209
C 3.85023 17.19170 13.44299
H 6.37678 14.27936 14.38214
H 7.29597 14.39635 12.90482
H 5.95391 13.24860 13.10570
H 4.89048 15.90820 14.70631
H 3.41015 17.13463 12.44741
H 4.36848 18.15015 13.47300
H 3.07140 17.21471 14.20523
C 0.41816 15.70836 12.93883
C 1.50725 14.59192 12.87410
O 2.26171 14.61431 11.92888
N 1.54635 13.65976 13.83473
C 2.59310 12.62221 13.88268
H -0.21643 15.37998 13.76198
H -0.28134 15.66628 12.10394
H 0.72250 16.73198 13.15720
H 0.83986 13.66898 14.55645
H 2.96757 12.68403 14.90447
H 3.55997 12.96668 13.51580
H 2.27644 11.60348 13.65905
```

Summary:
<S²> = 2.004
E_tot = -4541.51758 hartree
Charge = 0
Multiplicity = 3
ΔE to the lowest compared entry with this formula, charge and spin = 3.038 eV

---

C3H8O3S | wB97M-V/def2-TZVPD

Structure (XYZ):
```
15
C3H8O3S (wB97M-V/def2-TZVPD)
O 2.58496 0.91413 -2.08902
C 1.74285 0.77938 -1.26785
O 1.36141 -0.62344 -1.02144
C 0.88848 1.68375 -0.56757
C -0.55627 1.62358 -1.07915
S -1.64251 2.70079 -0.25738
H 1.16640 -0.87143 -1.94100
H 1.11252 1.43728 0.48818
H 1.39660 2.65187 -0.83874
H -0.83265 0.64969 -1.47034
H -0.55653 2.25432 -1.92635
H -2.51706 3.03910 -1.27562
O -1.79485 -5.34768 4.50648
H -1.38616 -5.89049 3.81982
H -0.96718 -5.00086 4.91998
```

Summary:
E_tot = -742.96559 hartree
Charge = 0
Structure (SMILES) = O=C(O)CCS.O
ΔE to the lowest compared entry with this formula, charge and spin = 1.827 eV

---

C70H54N4O8P2RuS2 | wB97M-V/def2-TZVPD

Structure (XYZ):
```
141
C70H54N4O8P2RuS2 (wB97M-V/def2-TZVPD)
Ru -1.09776 0.27004 -0.02939
C -5.00900 -0.61486 -2.19141
C -4.09580 0.36210 -1.50945
N -3.54858 0.02559 -0.38143
N -4.08383 -1.00427 0.28162
C -3.43852 -1.64845 1.16518
S -1.74619 -1.56716 1.47052
S -4.33028 -2.71784 2.25305
C -5.08956 -3.90586 1.06083
C -4.05220 -4.80914 0.48145
C -3.44693 -4.51903 -0.73460
C -2.47334 -5.35822 -1.25201
C -2.09365 -6.49607 -0.56004
C -2.69118 -6.79099 0.65611
C -3.65826 -5.94928 1.17649
C -3.88645 1.69159 -2.06178
C -4.97744 2.36641 -2.61555
C -4.88560 3.67134 -3.05463
C -3.66245 4.33090 -2.98158
C -2.56336 3.69099 -2.46369
C -2.63257 2.36081 -1.98080
O -1.54396 1.80138 -1.57636
H -4.38812 -1.41742 -2.59802
H -5.58094 -0.18001 -3.00459
H -5.68240 -1.05849 -1.45711
H -5.61268 -3.31870 0.30907
H -5.80195 -4.45379 1.67626
H -3.72464 -3.63413 -1.28993
H -2.01610 -5.10874 -2.19689
H -1.33766 -7.15132 -0.97253
H -2.40668 -7.68371 1.19782
H -4.11571 -6.17191 2.13198
H -5.93564 1.86685 -2.65889
H -5.76012 4.17301 -3.44339
H -3.57631 5.35335 -3.32629
H -1.60411 4.18788 -2.40831
C 6.12865 2.49671 0.31474
C 5.62177 1.04249 0.37349
C 6.78813 0.04618 0.44900
C 4.74160 0.87028 1.59719
C 5.28088 0.84329 2.87652
C 4.49262 0.61276 3.98959
C 3.14769 0.34099 3.82942
C 2.57635 0.38167 2.56670
P 0.82408 -0.07311 2.28072
C 0.06206 1.01070 3.56163
C -1.18717 0.68601 4.09052
C -1.74006 1.44888 5.10110
C -1.05861 2.54731 5.60108
C 0.16579 2.89514 5.06069
C 0.71296 2.14705 4.03143
C 0.74518 -1.67300 3.20569
C 0.74103 -2.87442 2.50224
C 0.51259 -4.07340 3.15164
C 0.31950 -4.09864 4.52225
C 0.39613 -2.91900 5.24043
C 0.60001 -1.71377 4.59053
C 3.36370 0.71397 1.46538
O 2.70095 0.88711 0.28876
C 3.41964 0.80874 -0.86529
C 2.66612 0.76169 -2.04301
C 3.33190 0.67145 -3.25689
C 4.71124 0.57860 -3.28950
C 5.43911 0.65188 -2.11703
C 4.81212 0.79628 -0.88680
P 0.84180 1.00459 -1.88077
C 0.96001 2.82609 -2.04617
C 1.27543 3.43940 -3.25335
C 1.37984 4.81846 -3.32271
C 1.17294 5.59024 -2.19036
C 0.88654 4.97782 -0.98003
C 0.78721 3.59934 -0.90370
C 0.30250 0.42435 -3.52997
C 0.80514 -0.78119 -4.02048
C 0.30125 -1.33818 -5.18166
C -0.70931 -0.69590 -5.87836
C -1.18507 0.52359 -5.42478
C -0.69111 1.07705 -4.25488
H 6.67777 2.75133 1.21988
H 5.28219 3.17716 0.22419
H 6.77852 2.64291 -0.54722
H 7.33304 0.15395 1.38321
H 7.49250 0.19744 -0.36597
H 6.39467 -0.96738 0.38906
H 6.33951 1.00948 3.01951
H 4.93330 0.61629 4.97735
H 2.53857 0.11718 4.69124
H -1.71338 -0.18247 3.71959
H -2.70221 1.17867 5.51082
H -1.48649 3.13677 6.39935
H 0.70851 3.74508 5.45119
H 1.66608 2.44005 3.61433
H 0.86481 -2.86882 1.43073
H 0.45311 -4.98892 2.58159
H 0.09789 -5.02764 5.02822
H 0.25926 -2.92688 6.31324
H 0.59021 -0.80586 5.17569
H 2.77743 0.65804 -4.18320
H 5.22052 0.48290 -4.23840
H 6.51685 0.60834 -2.16970
H 1.43914 2.84577 -4.14306
H 1.62326 5.29487 -4.26327
H 1.22250 6.66884 -2.25504
H 0.72608 5.58198 -0.09923
H 0.54781 3.10429 0.03160
H 1.58697 -1.29566 -3.48219
H 0.68403 -2.28545 -5.53408
H -1.13518 -1.15808 -6.75855
H -1.96165 1.03883 -5.97747
H -1.08877 2.01600 -3.90065
C -1.52228 1.75917 1.16987
C -2.07307 2.65411 1.79136
C -2.70502 3.61046 2.62116
C -1.99674 4.67656 3.18285
C -2.62924 5.54830 4.04798
C -3.97214 5.38397 4.35390
C -4.68628 4.33880 3.78614
C -4.06158 3.45517 2.92766
H -0.95115 4.80188 2.94129
H -2.07191 6.35989 4.49660
H -4.46257 6.06838 5.03295
H -5.73457 4.21027 4.01986
H -4.60311 2.62778 2.49121
O -1.97609 -2.68181 -2.85806
C -1.08246 -2.24899 -2.14326
O -1.15824 -1.17011 -1.47441
C 0.24519 -2.99095 -2.07158
C 1.22503 -2.61050 -1.16715
C 2.48807 -3.23389 -1.21841
C 2.75598 -4.20120 -2.17502
C 1.76055 -4.57725 -3.05824
C 0.49461 -3.97554 -3.01658
N 2.03384 -5.57701 -4.03633
O 3.14310 -6.10651 -4.04386
O 1.14885 -5.85710 -4.84193
N 3.48860 -2.88467 -0.29121
O 4.64898 -3.26379 -0.47556
O 3.16067 -2.20571 0.68931
H 1.06092 -1.81987 -0.44271
H 3.73316 -4.65799 -2.22618
H -0.26105 -4.26326 -3.73117
```

Summary:
<S²> = 0.826
E_tot = -5094.66496 hartree
Charge = -1
Multiplicity = 2
ΔE to the lowest compared entry with this formula, charge and spin = 1.710 eV